# C11H13NO2

An isolated ion of composition C11H13NO2 and charge +2 (ωB97M-V with the def2-TZVPD basis set, the Open Molecules 2025 dataset).

## Properties
* molar mass: 191.23 u
* gap between HOMO and LUMO: 6.410 eV
* charge: +2
* ΔE to the lowest compared entry with this formula, charge and spin: 0.0 kJ/mol
* total energy: -631.348876 Eh

Last column: Mulliken charge in e.
Positions of all 27 atoms, in Å:
C: 0.564 1.363 0.846  -1.02
C: -0.586 1.948 1.257  0.78
C: 0.428 0.040 0.323  0.93
C: -2.593 4.773 2.012  -0.10
C: -0.554 3.426 1.410  -0.47
C: 1.310 -2.323 -2.752  -0.42
C: 0.033 -2.431 -1.996  -0.77
C: 1.588 -2.410 0.005  -0.86
C: -1.624 -0.150 1.518  -0.21
C: 1.498 -0.856 -0.295  -0.54
C: 1.228 -1.997 -1.331  0.79
N: -1.602 4.094 1.677  0.06
O: -1.713 1.277 1.337  -0.34
O: -0.658 -0.692 0.569  -0.25
H: 1.568 1.785 0.874  0.42
H: -3.044 4.834 3.095  0.32
H: -3.097 5.254 1.130  0.30
H: 0.296 3.976 1.154  0.49
H: 2.058 -3.079 -2.827  0.25
H: 1.289 -1.599 -3.516  0.27
H: -0.744 -1.725 -2.345  0.23
H: -0.341 -3.436 -1.686  0.24
H: 2.570 -2.711 0.194  0.29
H: 0.848 -2.933 0.485  0.33
H: -1.347 -0.362 2.510  0.39
H: -2.632 -0.672 1.157  0.25
H: 2.381 -0.355 -0.303  0.63